(1)
# C19H34N4O5S

One molecule with the formula C19H34N4O5S (wB97M-V/def2-TZVPD, the Open Molecules 2025 dataset).

Computed properties:
HOMO energy: -8.7 eV
SMILES: O=C(NCCN1CCCC1)C1CCN(S(=O)(=O)N2CCC3(CC2)OCCO3)CC1
frontier orbital gap: 9.50 eV
lowest unoccupied orbital energy: 0.7796 eV

Atoms and positions in Å:
O  3.58  2.85  1.39
C  3.37  2.37  0.30
N  4.05  1.29  -0.15
H  3.76  0.83  -1.00
C  4.76  0.41  0.76
C  3.91  -0.84  1.04
N  3.54  -1.48  -0.21
C  2.37  -2.34  -0.11
C  2.88  -3.70  0.41
H  2.28  -4.52  0.04
H  2.84  -3.71  1.50
C  4.33  -3.75  -0.09
H  4.48  -4.55  -0.82
H  5.03  -3.92  0.74
C  4.56  -2.37  -0.73
H  5.56  -1.98  -0.53
H  4.43  -2.43  -1.82
H  1.59  -1.91  0.51
H  1.97  -2.47  -1.12
H  4.46  -1.51  1.72
H  2.99  -0.53  1.55
H  5.71  0.13  0.30
H  4.94  0.96  1.68
C  2.37  3.01  -0.67
C  1.15  3.43  0.15
C  0.41  2.18  0.63
N  -0.01  1.37  -0.51
S  -0.90  0.05  0.01
O  -0.25  -0.59  1.12
O  -1.17  -0.76  -1.14
N  -2.24  0.85  0.59
C  -2.97  0.16  1.63
C  -3.87  -0.94  1.06
H  -3.27  -1.70  0.57
H  -4.45  -1.41  1.86
C  -4.82  -0.34  0.02
O  -5.70  0.61  0.61
C  -7.01  0.08  0.59
H  -7.24  -0.43  1.53
C  -6.96  -0.92  -0.57
H  -7.16  -0.42  -1.53
O  -5.63  -1.37  -0.52
H  -7.62  -1.77  -0.45
H  -7.71  0.90  0.43
C  -4.00  0.36  -1.08
C  -3.08  1.40  -0.45
H  -2.40  1.82  -1.20
H  -3.67  2.20  0.00
H  -3.41  -0.40  -1.59
H  -4.68  0.84  -1.79
H  -2.23  -0.26  2.31
H  -3.58  0.90  2.15
C  1.10  0.95  -1.35
C  1.89  2.16  -1.84
H  2.71  1.83  -2.47
H  1.23  2.77  -2.45
H  0.66  0.40  -2.19
H  1.74  0.25  -0.79
H  -0.49  2.43  1.18
H  1.06  1.59  1.29
H  1.47  4.00  1.02
H  0.48  4.04  -0.45
H  2.86  3.92  -1.06

---

(2)
# CH6NO2

CH6NO2 as an isolated structure (wB97M-V/def2-TZVPD, the Open Molecules 2025 dataset).

Computed properties:
net charge: -1
HOMO energy: -3.8 eV
frontier orbital gap: 8.63 eV
lowest unoccupied orbital energy: 4.8118 eV

Atoms and positions in Å:
N  -0.32  0.59  -1.16
C  -0.61  -0.77  -0.58
O  0.11  -1.07  0.59
H  -0.55  1.11  -0.31
H  0.66  0.50  -1.28
H  -1.70  -1.00  -0.53
H  -0.41  -1.48  -1.40
H  0.51  0.02  1.00
H  1.41  0.95  2.25
O  0.90  1.16  1.43

---

(3)
# C6H20N4P

A 2-piece molecular cluster, C6H20N4P overall (wB97M-V/def2-TZVPD, the Open Molecules 2025 dataset).

Computed properties:
net charge: +1
HOMO energy (spin up / spin down): -12.9 / -12.9 eV
frontier orbital gap (spin up / spin down): 9.05 / 9.05 eV
lowest unoccupied orbital energy (spin up / spin down): -3.8542 / -3.8543 eV

Atoms and positions in Å:
C  1.89  -1.59  -0.94
C  1.13  0.33  -2.25
C  -1.24  2.54  0.03
C  0.87  2.00  1.10
C  -0.46  -0.78  2.62
C  -0.83  -2.39  0.73
N  -1.99  -0.12  -1.65
N  1.21  -0.29  -0.95
N  -0.30  1.49  0.41
N  -0.37  -1.08  1.19
P  -0.20  -0.05  -0.03
H  3.03  -1.32  -1.02
H  1.71  -2.17  -0.03
H  1.57  -2.13  -1.88
H  1.60  1.35  -2.04
H  1.90  -0.09  -2.99
H  0.25  0.41  -2.69
H  -0.72  3.18  -0.64
H  -1.95  2.09  -0.62
H  -1.36  3.12  0.88
H  0.69  2.21  2.11
H  1.48  1.17  1.19
H  1.32  2.87  0.58
H  -1.45  -0.86  2.98
H  0.32  -1.40  3.13
H  0.17  0.15  2.80
H  -1.33  -2.29  -0.28
H  0.05  -3.11  0.64
H  -1.70  -2.67  1.46
H  -2.29  -1.11  -1.69
H  -2.70  0.43  -1.24

---

(4)
# C5H8N3O2

A 2-piece molecular cluster, C5H8N3O2 overall (wB97M-V/def2-TZVPD, the Open Molecules 2025 dataset).

Computed properties:
net charge: +1
HOMO energy: -14.6 eV
frontier orbital gap: 10.90 eV
lowest unoccupied orbital energy: -3.6955 eV

Atoms and positions in Å:
C  -0.68  1.79  0.23
C  -1.64  -0.02  -0.60
C  1.64  -3.33  -1.42
C  -0.38  -0.47  0.18
C  1.17  1.08  1.63
N  0.13  0.83  0.58
N  -1.83  1.38  -0.30
N  -0.52  -0.61  -1.22
O  0.87  -3.38  -0.56
O  2.45  -3.33  -2.23
H  -0.36  2.90  0.30
H  -2.54  -0.56  -0.48
H  0.04  -1.42  0.65
H  1.68  2.05  1.48
H  0.66  1.08  2.59
H  1.93  0.34  1.76
H  -2.61  1.94  -0.58
H  -0.01  -0.25  -1.99

---

(5)
# C3H4OS3

One molecule with the formula C3H4OS3 (wB97M-V/def2-TZVPD, the Open Molecules 2025 dataset).

Computed properties:
HOMO energy: -9.1 eV
SMILES: S=COCSC=S
frontier orbital gap: 8.28 eV
lowest unoccupied orbital energy: -0.8117 eV

Atoms and positions in Å:
C  -2.03  -0.65  0.19
C  0.09  1.05  0.30
C  1.84  -0.38  -0.48
H  -1.36  -0.97  0.98
H  0.61  1.89  -0.11
H  -0.27  1.25  1.32
H  1.53  0.08  -1.43
O  1.11  0.06  0.52
S  -3.36  -1.50  -0.18
S  -1.26  0.57  -0.80
S  3.09  -1.40  -0.32

---

(6)
# C3H8N4O

C3H8N4O as an isolated structure (wB97M-V/def2-TZVPD, the Open Molecules 2025 dataset).

Computed properties:
HOMO energy: -9.0 eV
frontier orbital gap: 8.43 eV
lowest unoccupied orbital energy: -0.5681 eV

Atoms and positions in Å:
C  -0.97  -2.00  0.50
C  -0.22  -0.69  0.14
C  0.94  1.76  -1.48
H  -0.94  -1.44  2.41
H  -0.74  -2.69  -0.27
H  -2.19  -1.78  0.60
H  0.87  -0.88  1.68
H  -1.98  0.20  -0.46
H  0.33  1.21  0.54
H  1.27  1.31  -2.43
H  1.32  3.03  -0.31
N  0.47  -0.24  1.03
N  -0.64  -0.01  -0.82
N  -0.19  1.37  -0.62
N  1.79  2.61  -1.07
O  -0.80  -2.44  1.72

---

(7)
# C3H3N5O

C3H3N5O as an isolated structure (wB97M-V/def2-TZVPD, the Open Molecules 2025 dataset).

Computed properties:
HOMO energy: -10.7 eV
frontier orbital gap: 10.36 eV
lowest unoccupied orbital energy: -0.3140 eV

Atoms and positions in Å:
C  0.68  -0.43  0.49
C  0.63  1.09  0.20
C  -0.83  -0.33  0.28
H  2.37  -0.65  -0.48
H  0.98  -1.26  -1.29
H  0.98  -0.70  1.52
N  1.51  -1.22  -0.43
N  -0.84  0.95  0.08
N  -2.12  1.28  -0.27
N  -2.79  0.19  -0.14
N  -1.97  -0.88  0.11
O  1.40  1.95  -0.07

---

(8)
# C2BrF4NO

One molecule with the formula C2BrF4NO (wB97M-V/def2-TZVPD, the Open Molecules 2025 dataset).

Computed properties:
HOMO energy: -10.4 eV
SMILES: O=NC(F)(F)C(F)(F)Br
frontier orbital gap: 9.36 eV
lowest unoccupied orbital energy: -1.0116 eV

Atoms and positions in Å:
C  0.64  -0.17  0.24
C  -0.58  0.93  -0.07
N  0.61  -1.25  -0.84
O  0.26  -2.25  -0.32
F  0.44  -0.74  1.44
F  1.88  0.34  0.17
F  -0.48  2.04  0.59
F  -0.54  1.21  -1.37
Br  -2.23  -0.11  0.17

---

(9)
# C2H8O4

A 3-piece molecular cluster, C2H8O4 overall (wB97M-V/def2-TZVPD, the Open Molecules 2025 dataset).

Computed properties:
HOMO energy: -11.1 eV
SMILES: CC(=O)O.O.O
frontier orbital gap: 11.76 eV
lowest unoccupied orbital energy: 0.6321 eV

Atoms and positions in Å:
O  -0.13  0.47  0.20
C  -0.08  -0.72  0.27
O  -1.12  -1.52  0.08
C  1.14  -1.64  0.33
H  -1.94  -0.87  0.07
H  2.03  -1.25  0.82
H  1.17  -1.57  -0.76
H  0.98  -2.61  0.72
H  -1.81  1.01  -0.36
H  -2.87  1.39  -1.35
O  -2.58  0.82  -0.79
H  2.01  1.54  -0.20
H  2.43  2.60  0.68
O  2.79  1.97  0.12

---

E list, top to bottom, in Ha: -1737.81060; -246.92893; -800.61475; -509.79943; -1386.45220; -413.10770; -465.03336; -3179.58361; -381.94377